(1)
The following is a quantum chemistry calculation of a structure of composition C44H45IN5O6Rb in a non-equilibrium geometry, from the OMol25 dataset.

Last column: Mulliken charge in e.
Element x y z (Å)
1 C 1.53 7.52 0.55  -1.57
2 H 1.35 -2.15 0.83  0.52
3 C -2.01 4.06 0.93  1.72
4 H 1.57 7.06 1.54  0.33
5 H 2.58 -2.46 3.21  0.42
6 C 4.20 6.83 -2.07  -0.67
7 O 0.49 -3.90 -1.25  -0.71
8 N 1.15 -5.42 0.37  0.51
9 H -3.90 -3.12 4.55  0.33
10 C -2.43 -2.42 3.13  2.49
11 O -4.02 1.89 -0.81  -0.51
12 H -2.37 -4.57 3.10  0.41
13 C 4.97 2.14 0.81  -1.62
14 N 1.81 -5.35 1.62  -0.10
15 H -4.40 5.63 -0.90  0.32
16 C 1.74 0.44 -0.51  -0.52
17 C 0.49 -7.94 -2.21  -0.61
18 C -3.42 -2.22 1.93  -0.08
19 H -3.62 -1.39 4.60  0.36
20 C 1.36 -3.23 0.92  -0.23
21 C 2.28 5.41 -0.61  0.17
22 H -0.20 -8.09 -3.03  0.35
23 C -1.69 -3.73 2.95  -1.83
24 H -0.89 -3.82 3.70  0.35
25 C 2.42 6.80 -0.42  0.87
26 H 1.83 8.56 0.65  0.40
27 H 1.54 -9.79 -2.54  0.37
28 H -0.80 3.71 -2.21  0.51
29 C 2.26 -7.53 -0.12  -0.21
30 H -1.28 -3.79 1.95  0.31
31 O -4.62 -2.13 2.20  -0.79
32 C -3.13 -2.35 4.48  -2.00
33 H 3.48 8.55 -1.01  0.32
34 H 3.03 3.29 0.63  0.20
35 H -3.83 5.04 1.43  0.30
36 H 2.93 3.70 -1.73  0.63
37 C 0.92 -4.13 -0.14  0.31
38 C 2.66 1.35 0.02  0.26
39 C 1.11 3.36 0.21  -0.12
40 H -0.67 3.74 2.60  0.22
41 H 4.64 2.45 1.81  0.35
42 C -1.46 4.05 -1.42  -0.12
43 C -4.93 1.32 -2.92  0.15
44 H 3.30 -4.06 3.49  0.43
45 H -6.74 0.86 -5.76  0.34
46 N -0.05 2.84 0.16  0.26
47 H 5.06 3.05 0.21  0.26
48 C 4.03 5.46 -2.26  -0.95
49 C 3.08 4.76 -1.55  -0.12
50 C 0.38 -6.79 -1.45  -0.39
51 H -6.63 2.30 -3.72  0.45
52 C -4.88 2.20 -1.66  0.07
53 H 1.15 -7.22 2.26  0.45
54 H 0.46 5.27 0.31  0.37
55 H -2.86 4.99 -2.73  0.39
56 H 0.14 -5.87 2.82  0.16
57 H -0.62 -1.67 3.35  0.26
58 H 1.65 -3.71 4.04  0.29
59 C 1.27 -6.58 -0.40  0.25
60 H 0.49 7.51 0.24  0.32
61 C 3.38 7.48 -1.16  -0.62
62 H -0.37 -6.05 -1.66  0.49
63 C 2.37 -0.75 -0.93  -1.17
64 H 1.75 -6.16 3.54  0.43
65 H 3.12 -9.40 -0.66  0.35
66 C -4.02 -0.50 -4.25  -0.67
67 C -3.47 5.14 -0.68  -0.55
68 C -2.61 4.77 -1.70  -0.84
69 C 1.16 -6.19 2.62  -1.03
70 C 4.56 -0.10 -0.21  -0.92
71 H 4.94 7.38 -2.63  0.37
72 Rb -1.86 0.05 0.17  0.88
73 N 2.27 2.68 0.42  -0.02
74 H 4.64 4.94 -2.98  0.41
75 H -2.32 4.21 3.04  0.44
76 C 2.35 -8.68 -0.89  -0.65
77 H 5.97 1.72 0.92  0.36
78 C -3.99 0.31 -3.12  0.17
79 C 1.85 -3.97 1.92  0.42
80 H -3.28 -1.27 -4.39  0.41
81 O -1.48 -1.33 3.06  -0.49
82 O -5.71 3.14 -1.63  -0.80
83 C 3.72 -1.04 -0.79  -0.69
84 C 2.37 -3.53 3.24  -1.78
85 C -5.91 1.51 -3.89  -0.38
86 H -1.97 2.58 2.50  0.19
87 H 1.76 -1.54 -1.38  0.73
88 H -2.40 -2.49 5.28  0.43
89 H -3.23 0.21 -2.36  0.01
90 C -5.02 -0.28 -5.19  0.18
91 I -5.10 -1.49 -6.90  -0.01
92 O -2.86 -2.17 0.81  -0.78
93 C -1.72 3.63 2.34  -1.37
94 C -5.97 0.71 -5.02  -0.49
95 C -3.15 4.79 0.62  -0.78
96 H 5.62 -0.30 -0.08  0.23
97 H 4.12 -2.00 -1.13  0.40
98 H 2.96 -7.34 0.68  0.43
99 C 1.47 -8.89 -1.94  -0.41
100 C 4.04 1.12 0.20  1.38
101 N 1.30 4.75 0.14  0.02
102 C -1.16 3.68 -0.11  -0.89

Output
Energy above the lowest of the compared OMol25 structures with the same formula, charge and spin = 1.199 eV
HOMO = -1.64 eV
Max |F| = 1.2 eV/Å
Calculated total energy = -74852.29274 eV
Orbital gap = 5.11 eV
Lowest unoccupied orbital energy = 3.5 eV
Total charge = -2

***

(2)
The following is a quantum chemistry calculation of a cluster of 2 separate species, C2H3NS in total in a non-equilibrium geometry, from the OMol25 dataset.

Last column: Mulliken charge in e.
Element x y z (Å)
1 H -0.85 -1.23 0.14  0.32
2 H -0.82 0.99 2.04  0.12
3 H -1.03 0.40 -0.81  0.32
4 S 0.42 0.82 1.83  -0.15
5 C -0.36 -0.29 -0.39  -0.78
6 C 0.84 -0.39 -1.13  0.44
7 N 1.81 -0.30 -1.67  -0.28

Output
Energy above the lowest of the compared OMol25 structures with the same formula, charge and spin = 2.615 eV
HOMO (alpha / beta) = -9.80 / -9.78 eV
Max |F| = 4.3 eV/Å
Calculated total energy = -14444.85438 eV
Orbital gap (alpha / beta) = 7.69 / 7.66 eV
Lowest unoccupied orbital energy (alpha / beta) = -2.1 / -2.1 eV
Total charge = 0

***

(3)
The following is a quantum chemistry calculation of a cluster of 4 separate species, C4H16O3S in total in a non-equilibrium geometry, from the OMol25 dataset.

Last column: Mulliken spin population.
Element x y z (Å)
1 H -0.07 1.52 0.95  0.00
2 H 1.66 -0.69 -2.72  0.00
3 O 4.18 0.75 -4.56  0.00
4 H -1.11 -0.87 2.19  0.03
5 H -0.86 -1.99 0.57  0.00
6 C -1.61 0.00 0.26  0.04
7 H 1.57 0.69 -3.40  0.00
8 H -2.32 0.86 0.39  -0.01
9 H 3.57 0.52 -5.27  0.00
10 H -1.87 -0.51 -0.70  -0.01
11 H 1.91 0.51 -0.31  0.00
12 S -3.11 -1.77 1.57  1.00
13 H -3.85 -0.70 1.19  -0.01
14 H 0.84 -0.81 -0.55  0.00
15 H -0.39 1.46 -0.86  0.00
16 O -1.09 0.01 5.18  0.00
17 O 1.41 -0.25 -3.54  0.00
18 C -0.32 0.91 0.09  0.00
19 H -1.12 0.98 5.17  0.00
20 H 3.66 1.20 -3.86  0.00
21 H -1.86 -0.17 5.73  0.00
22 H 1.15 -0.45 1.13  0.00
23 C 1.01 0.03 0.13  0.00
24 C -1.39 -1.25 1.21  -0.05

Output
Energy above the lowest of the compared OMol25 structures with the same formula, charge and spin = 1.801 eV
HOMO (alpha / beta) = -13.13 / -13.13 eV
Max |F| = 4.0 eV/Å
Multiplicity = 2
Calculated total energy = -21374.57187 eV
Expectation value of S² = 0.753
Orbital gap (alpha / beta) = 9.40 / 4.05 eV
Lowest unoccupied orbital energy (alpha / beta) = -3.7 / -9.1 eV
Total charge = +1

***

(4)
The following is a quantum chemistry calculation of a cluster of 16 separate species, C42H113N25O18 in total in a non-equilibrium geometry, from the OMol25 dataset.

Last column: Mulliken charge in e.
Element x y z (Å)
1 H -7.92 5.20 1.73  0.20
2 H 0.95 -2.53 -8.97  0.17
3 H 12.23 -6.02 2.80  0.36
4 H 11.25 -7.40 2.97  0.48
5 C 2.66 -0.94 0.48  -1.81
6 H 4.82 -5.50 -7.25  0.14
7 H -4.67 3.65 6.49  0.43
8 C -0.14 1.88 -1.24  -1.10
9 H 9.82 3.29 -6.00  0.27
10 H -11.83 -1.35 -5.51  0.21
11 H -7.78 -4.15 -0.82  0.23
12 H -4.82 0.50 -11.12  0.15
13 N -8.26 -6.91 -2.07  -0.30
14 C 9.24 -5.58 5.69  1.57
15 H 10.90 -3.71 2.79  0.41
16 C -1.60 -0.19 -1.59  -2.13
17 N -7.27 4.74 1.12  -0.38
18 H -4.48 6.97 -5.24  0.24
19 H -6.43 5.26 0.88  0.13
20 H 2.52 5.18 -7.73  0.23
21 N 1.66 -3.12 7.62  -0.35
22 H -7.83 4.96 -4.62  0.23
23 O 2.71 -4.31 9.25  -0.66
24 H 0.36 3.59 10.90  0.40
25 C -2.31 8.39 -0.11  -0.13
26 H 4.06 0.46 -1.81  0.38
27 H -6.73 2.30 -0.62  0.21
28 O -8.73 3.10 0.92  -0.69
29 C 3.12 -5.74 -6.32  0.67
30 C 8.80 -6.45 2.87  -1.26
31 H 3.82 -6.57 -8.13  0.20
32 H -0.76 9.87 -0.85  0.38
33 C -8.04 -1.00 4.42  0.62
34 N 0.51 -1.84 -9.56  -0.34
35 H -2.27 4.27 11.48  0.45
36 C 2.17 -4.15 8.16  0.66
37 C 3.13 -0.09 -1.93  -1.65
38 N 1.55 5.20 -7.99  -0.32
39 H -2.95 5.64 6.40  0.43
40 C -2.46 -8.24 -0.82  0.69
41 O 0.90 0.02 -10.74  -0.70
42 H -11.88 0.14 -4.01  0.19
43 H 3.56 -1.09 -1.87  0.41
44 H 10.54 -5.36 7.38  0.38
45 H -3.10 -9.29 -2.51  0.20
46 H 9.59 -3.40 5.85  0.37
47 C -0.11 2.97 10.14  -1.84
48 H -3.41 4.22 10.16  0.37
49 H 7.17 -6.23 5.92  0.46
50 H 0.92 4.44 -8.20  0.17
51 H -0.01 5.39 8.88  0.36
52 H 0.44 -0.34 -3.72  0.41
53 C 1.17 -0.85 -9.94  0.67
54 H 10.08 -7.00 7.09  0.42
55 H 9.01 -3.87 2.98  0.37
56 H 2.02 -0.82 1.35  0.45
57 O 7.11 2.73 -7.15  -0.54
58 H -2.35 1.93 5.71  0.39
59 O 8.58 4.83 -6.51  -0.52
60 O -4.33 2.29 -8.66  -0.64
61 N -6.84 5.01 -4.77  -0.39
62 O -1.30 8.70 -2.36  -0.48
63 C 1.15 6.32 -8.16  0.70
64 H 7.12 -5.16 3.45  0.36
65 H 8.14 4.70 -7.35  0.33
66 O -2.83 -7.12 -1.10  -0.66
67 H 3.62 -0.56 0.84  0.41
68 H 8.88 -5.74 7.77  0.39
69 H -5.49 0.28 -7.97  0.22
70 H 4.38 -4.33 -5.94  0.13
71 C -10.12 -0.70 -4.67  0.65
72 H -2.93 6.12 8.94  0.36
73 H -6.68 -5.13 -1.88  0.19
74 C 0.21 0.66 -3.33  -1.92
75 O -9.51 -5.71 -0.69  -0.64
76 H -0.07 -2.03 -1.11  0.40
77 H -4.73 5.28 -5.55  0.17
78 H 1.04 1.35 -3.48  0.33
79 H 8.13 -3.81 4.91  0.27
80 H -0.48 0.98 -4.10  0.41
81 C -4.03 3.43 7.34  -1.77
82 H -3.57 8.24 -1.51  0.30
83 H -2.58 3.48 4.96  0.36
84 N 2.03 -5.06 7.26  -0.39
85 H 2.73 -2.01 0.29  0.36
86 O 2.14 -6.39 -6.10  -0.62
87 C -2.15 5.20 6.98  -1.04
88 H -7.56 -0.50 2.44  0.17
89 H 3.03 -4.22 -4.85  0.18
90 H -8.72 -7.80 -2.19  0.20
91 N -2.65 -9.25 -1.60  -0.39
92 N -10.85 -1.12 -5.66  -0.38
93 N 3.93 -5.96 -7.34  -0.36
94 N -1.59 -8.55 0.08  -0.38
95 H -1.56 6.84 8.11  0.35
96 H 2.69 -0.04 -2.92  0.31
97 H 1.58 -2.27 8.16  0.20
98 H 2.97 -0.17 -9.78  0.22
99 H -1.13 -9.44 0.01  0.17
100 N -7.48 -4.99 -1.29  -0.41
101 H 6.88 -6.95 3.38  0.35
102 H -0.41 7.25 -8.88  0.21
103 H -1.88 7.42 0.11  0.21
104 H 7.71 2.19 -7.66  0.31
105 C 2.12 1.38 -0.20  -0.96
106 N 3.45 -4.63 -5.67  -0.34
107 H -0.59 5.50 -8.48  0.14
108 C 1.28 2.36 -0.97  -0.84
109 N 0.77 -0.47 -1.02  0.22
110 H -1.91 -0.35 -0.56  0.39
111 C 9.69 -5.98 7.08  -1.86
112 H 8.14 -3.87 6.50  0.42
113 C -1.99 5.89 8.43  -0.71
114 H -9.52 -0.12 5.39  0.24
115 N -0.07 6.37 -8.54  -0.40
116 H 8.17 -7.42 5.34  0.39
117 H -2.31 0.45 -2.13  0.44
118 H 9.78 -4.35 1.54  0.42
119 N -7.40 -1.09 3.25  -0.35
120 N -10.96 -0.21 -3.76  -0.44
121 H 1.18 -3.10 6.73  0.14
122 H -1.07 5.69 10.25  0.42
123 H -0.79 1.89 -0.37  0.38
124 H -4.48 3.97 8.17  0.30
125 H 2.13 -6.00 7.62  0.23
126 H 1.88 1.50 0.86  0.36
127 H -10.55 0.07 -2.88  0.21
128 C 7.57 -6.14 3.62  -0.55
129 H 1.67 2.73 -1.92  0.40
130 H -5.92 3.86 -0.23  0.17
131 C -7.61 3.57 0.70  0.70
132 H 7.01 3.04 -5.09  0.24
133 O -8.94 -0.86 -4.44  -0.64
134 O -3.57 8.17 -0.55  -0.49
135 O 11.41 -5.12 5.15  -0.45
136 C -1.37 3.71 9.57  1.44
137 C 9.97 -4.24 2.61  -1.56
138 O 1.92 7.32 -8.17  -0.74
139 H -2.38 10.17 -1.47  0.30
140 H 2.55 -1.44 -8.65  0.17
141 H 11.31 -4.18 4.97  0.35
142 C -2.09 2.99 5.80  -1.90
143 H -6.30 4.31 -5.25  0.17
144 C 7.71 2.60 -5.80  -0.31
145 H -4.16 2.35 7.44  0.44
146 H 8.03 1.62 -5.43  0.30
147 H -0.39 -1.89 -10.03  0.23
148 H 1.15 3.28 -0.42  0.40
149 N -6.63 3.16 -0.10  -0.34
150 H -10.43 -1.16 -6.58  0.21
151 H -9.20 0.27 3.65  0.19
152 N 10.35 -5.75 4.68  0.06
153 H -0.36 8.52 -2.30  0.31
154 H -1.68 -1.09 -2.19  0.59
155 H -2.48 8.96 0.80  0.23
156 C -2.50 3.76 10.54  -1.91
157 C 10.04 -5.63 3.17  1.55
158 N -4.45 1.34 -10.68  -0.39
159 C -1.01 5.20 9.28  -1.04
160 C 7.95 -6.37 5.17  -1.36
161 O -7.85 -1.73 5.46  -0.72
162 C -6.32 6.23 -5.05  0.59
163 O 0.77 -1.77 -1.49  -0.50
164 H -2.75 2.75 10.86  0.50
165 H -1.01 3.05 5.70  0.47
166 N -5.03 6.13 -5.09  -0.36
167 C 2.14 -0.05 -0.71  1.43
168 H -0.52 2.45 -2.10  0.41
169 C -1.67 9.39 -1.21  -0.64
170 H 1.47 -4.87 6.44  0.17
171 N -8.95 -0.09 4.56  -0.37
172 H -3.95 2.09 -11.14  0.22
173 C 8.81 -4.15 5.69  -1.65
174 N -5.17 0.28 -8.92  -0.40
175 H -7.40 -6.64 -2.51  0.14
176 H -1.34 -7.86 0.78  0.21
177 H -2.69 1.74 9.13  0.37
178 C -2.47 3.63 7.16  1.37
179 H 8.90 -7.54 2.84  0.41
180 N -1.75 3.02 8.31  0.23
181 C -0.17 0.43 -1.82  1.70
182 H 0.54 2.61 9.34  0.42
183 C 11.25 -6.41 2.53  -1.93
184 H -1.19 5.21 6.46  0.40
185 C -8.51 -5.88 -1.33  0.61
186 O -6.99 7.28 -4.94  -0.65
187 H 11.16 -6.56 1.45  0.38
188 H 8.69 -6.24 1.80  0.44
189 N 2.38 -0.95 -9.52  -0.44
190 C 8.83 3.63 -5.70  -0.37
191 H -0.33 2.05 10.68  0.35
192 H -2.41 -10.21 -1.42  0.16
193 H 9.00 3.83 -4.64  0.29
194 O -1.99 1.68 8.48  -0.42
195 H -6.67 -1.78 3.15  0.21
196 H -5.58 -0.42 -9.52  0.16
197 H 3.05 1.93 -0.39  0.33
198 C -4.56 1.35 -9.36  0.68

Output
HOMO = -7.97 eV
Max |F| = 11.7 eV/Å
Calculated total energy = -119487.18901 eV
Orbital gap = 7.62 eV
Lowest unoccupied orbital energy = -0.3 eV
Total charge = 0

***

Question: Number 4 is which compound?
Answer: C42H113N25O18